Record 1
Entry from OMol25: a molecular structure, C20H28N2O7S2Sr at a distorted geometry (ωB97M-V/def2-TZVPD).

Last column: Mulliken charge in e.
Geometry (Å):
Sr: -0.462 -1.140 -1.022  1.899
O: -2.730 -3.965 -2.960  -0.460
C: -2.507 -2.834 -2.309  0.832
O: -1.897 -1.905 -2.808  -0.769
C: -3.320 -2.717 -1.010  -0.521
O: -2.647 -2.156 0.106  -0.371
C: -2.002 -3.128 0.962  -0.440
C: -0.752 -3.832 0.355  0.603
O: -0.074 -4.540 1.076  -0.744
O: -0.594 -3.559 -0.889  -0.650
H: -2.237 -3.910 -3.795  0.397
H: -3.731 -3.696 -0.762  0.319
H: -4.129 -2.030 -1.267  0.329
H: -2.690 -3.940 1.218  0.381
H: -1.726 -2.606 1.875  0.236
C: -4.943 2.825 -0.176  -0.813
C: -3.800 3.587 -0.822  -0.932
N: -2.521 3.430 -0.120  0.160
C: -2.171 4.458 0.868  -0.503
C: -2.484 4.048 2.297  -0.986
C: -1.707 2.380 -0.344  0.601
S: -2.138 1.231 -1.547  -0.463
N: -0.515 2.496 0.316  -0.336
C: 0.199 1.478 0.729  0.131
O: -0.144 0.261 0.784  -1.133
C: 1.584 1.792 1.245  0.440
C: 2.382 0.769 1.744  -0.288
C: 3.660 1.040 2.209  -0.836
C: 4.150 2.339 2.176  -0.375
C: 3.356 3.366 1.683  -0.681
C: 2.077 3.092 1.222  -0.142
H: -5.864 2.976 -0.742  0.371
H: -5.122 3.163 0.846  0.257
H: -4.728 1.757 -0.155  0.165
H: -4.018 4.656 -0.832  0.346
H: -3.658 3.273 -1.853  0.496
H: -2.732 5.352 0.594  0.386
H: -1.112 4.685 0.760  0.273
H: -3.549 3.858 2.436  0.273
H: -2.194 4.838 2.993  0.363
H: -1.938 3.145 2.564  0.219
H: 1.973 -0.233 1.781  0.547
H: 4.272 0.241 2.607  0.407
H: 5.148 2.550 2.541  0.392
H: 3.736 4.379 1.660  0.401
H: 1.444 3.877 0.831  0.429
O: 1.901 -1.273 -1.396  -0.993
S: 2.390 -2.402 -0.465  0.815
C: 4.143 -2.023 -0.226  -0.713
C: 4.959 -3.028 -1.049  -0.690
C: 4.056 -3.493 -2.190  -0.573
C: 2.725 -3.809 -1.520  -0.769
H: 4.375 -2.029 0.837  0.372
H: 4.210 -0.997 -0.590  0.341
H: 5.221 -3.882 -0.421  0.305
H: 5.890 -2.580 -1.395  0.326
H: 4.454 -4.353 -2.727  0.405
H: 3.912 -2.684 -2.910  0.256
H: 2.774 -4.676 -0.857  0.430
H: 1.847 -3.922 -2.153  0.278

Properties
LUMO in eV: 0.331
Gap between HOMO and LUMO in eV: 8.354

Record 2
Entry from OMol25: a molecular structure, C20H28N3O2PS at a distorted geometry (ωB97M-V/def2-TZVPD).

Last column: Mulliken charge in e.
Geometry (Å):
C: -4.840 -0.079 0.844  -1.308
C: -3.604 -0.014 1.847  -0.430
C: -2.410 0.575 1.082  -0.265
C: -1.177 -0.208 0.769  0.651
P: -1.193 -1.930 1.442  0.186
C: 0.327 -2.928 1.099  -1.211
C: -1.105 -1.675 3.311  -0.628
C: -2.274 -2.387 4.074  -1.031
C: -0.197 0.440 0.029  0.401
C: 1.088 -0.272 -0.404  -0.948
C: 0.768 -1.164 -1.654  -0.677
C: 0.229 -0.283 -2.845  -0.600
C: -1.334 -0.330 -2.938  -0.309
O: -1.890 0.990 -3.109  -0.589
C: -0.359 1.812 -0.393  0.353
N: 0.503 2.551 -1.108  -0.398
S: -0.149 4.024 -1.285  0.089
N: -1.595 3.854 -0.507  -0.775
C: -1.548 2.593 -0.074  0.864
C: -2.555 1.880 0.682  0.015
O: -3.716 2.592 1.004  -0.583
H: -5.235 -1.105 0.746  0.421
H: -4.518 0.281 -0.153  0.245
H: -5.624 0.614 1.199  0.262
H: -3.896 0.650 2.675  0.482
H: -3.447 -1.046 2.184  -0.190
H: 1.272 -2.500 1.488  0.360
H: 0.441 -3.242 0.049  0.371
H: 0.197 -3.875 1.666  0.413
H: -1.024 -0.599 3.556  0.393
H: -0.163 -2.137 3.674  0.498
H: -1.928 -2.864 5.004  0.329
H: -2.764 -3.116 3.403  0.328
H: -3.042 -1.616 4.279  0.274
H: 1.777 0.518 -0.770  0.070
H: 1.626 -0.791 0.399  0.475
H: 1.622 -1.795 -1.947  0.421
H: -0.092 -1.807 -1.378  0.284
H: 0.587 -0.774 -3.772  0.453
H: 0.604 0.750 -2.799  0.288
H: -1.694 -1.044 -3.699  0.356
H: -1.735 -0.691 -1.966  0.055
H: -2.516 1.120 -2.387  0.298
H: -4.315 2.445 0.257  0.320
N: 6.870 0.258 -1.214  -0.587
C: 6.615 1.157 -0.262  -0.178
C: 5.476 1.947 -0.230  -0.482
C: 4.549 1.799 -1.249  -0.104
C: 4.794 0.874 -2.250  -0.317
C: 5.963 0.131 -2.184  -0.254
H: 7.371 1.239 0.512  0.355
H: 5.321 2.658 0.570  0.359
H: 3.646 2.398 -1.263  0.449
H: 4.094 0.730 -3.062  0.389
H: 6.196 -0.608 -2.943  0.356

Properties
LUMO in eV: -0.680
Gap between HOMO and LUMO in eV: 7.459

Record 3
Entry from OMol25: 4 unconnected molecules or ions with the total composition C20H28N4O5 at a distorted geometry (ωB97M-V/def2-TZVPD).

Last column: Mulliken charge in e.
Geometry (Å):
C: -1.141 1.694 2.324  -1.612
C: -1.687 1.221 0.953  0.505
O: -2.383 -0.016 1.191  -0.456
C: -0.585 1.030 -0.143  -0.769
C: 0.805 1.447 0.261  0.258
C: 1.698 0.893 1.075  0.796
O: 1.523 -0.300 1.747  -0.408
C: 1.965 -0.200 2.985  0.485
N: 2.293 -0.332 4.059  -0.440
C: 2.878 1.823 1.077  0.650
O: 3.890 1.770 1.664  -0.527
O: 2.654 2.922 0.229  -0.289
C: 1.405 2.727 -0.315  0.169
O: 0.909 3.408 -1.111  -0.492
H: -0.556 2.623 2.220  0.396
H: -1.955 1.868 3.044  0.479
H: -0.446 0.956 2.764  0.311
H: -2.435 1.970 0.650  0.227
H: -2.080 -0.304 2.059  0.241
H: -0.609 -0.007 -0.540  0.131
H: -0.872 1.673 -0.988  0.387
C: 5.673 2.937 -0.768  -0.820
C: 7.166 2.803 -0.494  -0.491
C: 8.021 2.950 -1.757  -0.445
C: 7.675 1.902 -2.737  0.258
N: 7.409 1.091 -3.492  -0.417
H: 5.309 2.153 -1.436  0.365
H: 5.094 2.859 0.147  0.053
H: 5.449 3.906 -1.220  0.308
H: 7.358 1.832 -0.031  0.281
H: 7.465 3.567 0.227  0.322
H: 9.079 2.861 -1.509  0.299
H: 7.862 3.928 -2.215  0.273
C: -4.265 -0.792 -2.898  -0.946
C: -3.541 -1.843 -3.735  -0.519
C: -2.353 -2.490 -3.008  0.001
C: -1.355 -1.467 -2.657  0.306
N: -0.588 -0.670 -2.379  -0.578
H: -3.609 0.045 -2.651  0.255
H: -5.114 -0.386 -3.452  0.361
H: -4.639 -1.219 -1.970  0.153
H: -3.194 -1.378 -4.661  0.314
H: -4.250 -2.626 -4.014  0.309
H: -1.884 -3.237 -3.652  0.350
H: -2.680 -2.987 -2.095  0.045
C: -3.228 -3.591 3.206  -1.137
C: -4.639 -3.078 2.936  -0.350
C: -5.223 -3.604 1.621  -0.493
C: -4.388 -3.174 0.485  0.123
N: -3.737 -2.844 -0.390  -0.331
H: -2.527 -3.257 2.438  0.275
H: -2.865 -3.216 4.164  0.319
H: -3.207 -4.682 3.239  0.363
H: -4.625 -1.986 2.921  0.256
H: -5.292 -3.379 3.758  0.317
H: -6.234 -3.222 1.477  0.284
H: -5.272 -4.694 1.630  0.296

Properties
LUMO in eV: -0.798
SMILES string: C[C@H](O)CC1=C(OC#N)C(=O)OC1=O.CCCC#N.CCCC#N.CCCC#N
Gap between HOMO and LUMO in eV: 9.626

Record 4
Entry from OMol25: a molecular structure, C20H29B2BrCoF4N9O8 at a distorted geometry (ωB97M-V/def2-TZVPD).

Last column: Mulliken charge in e.
Geometry (Å):
Co: 0.020 -0.310 0.004  -1.035
C: 4.039 -0.703 0.958  -1.709
C: 2.590 -0.399 0.976  0.480
N: 1.840 -0.624 -0.061  1.083
O: 2.357 -1.271 -1.115  -0.603
B: 2.006 -2.740 -1.084  0.964
F: 2.617 -3.333 -2.119  -0.313
F: 2.325 -3.247 0.148  -0.350
O: 0.514 -2.871 -1.295  -0.562
N: -0.296 -2.145 -0.516  0.510
C: -1.538 -2.518 -0.398  0.366
C: -2.104 -3.763 -0.986  -1.748
C: -2.342 -1.607 0.378  0.634
N: -1.702 -0.527 0.714  1.184
O: -2.285 0.370 1.501  -0.512
B: -1.585 1.039 2.665  0.662
F: -1.490 2.375 2.396  -0.107
F: -2.328 0.800 3.764  -0.290
O: -0.209 0.511 2.956  -0.561
N: 0.602 0.129 1.980  0.728
C: 1.884 0.119 2.136  0.614
C: 2.561 0.527 3.396  -1.990
C: -3.751 -1.891 0.757  -1.745
H: 4.184 -1.781 0.846  0.336
H: 4.534 -0.365 1.860  0.517
H: 4.499 -0.251 0.080  0.326
H: -1.347 -4.269 -1.579  0.401
H: -2.970 -3.528 -1.603  0.374
H: -2.440 -4.428 -0.191  0.395
H: 2.975 -0.345 3.906  0.407
H: 1.826 0.992 4.054  0.429
H: 3.371 1.225 3.185  0.458
H: -4.351 -2.094 -0.130  0.409
H: -4.160 -1.038 1.293  0.426
H: -3.795 -2.770 1.398  0.381
N: 0.048 -0.245 -2.464  0.105
C: -0.128 1.008 -3.152  -0.054
C: 0.181 0.931 -4.650  -1.077
C: 0.149 2.251 -5.420  -0.508
C: -1.241 2.893 -5.532  -1.215
N: -1.784 3.415 -4.290  -0.050
C: -1.400 4.523 -3.660  0.627
N: -0.529 5.362 -4.221  -0.372
N: -2.046 4.892 -2.556  -0.433
C: 0.912 2.095 -2.487  0.269
O: 0.555 3.247 -2.666  -0.500
O: 1.862 1.559 -1.958  -0.676
H: 1.031 -0.526 -2.529  0.406
H: -0.509 -0.967 -2.920  0.351
H: -1.128 1.388 -2.940  0.224
H: -0.536 0.238 -5.107  0.438
H: 1.175 0.491 -4.760  0.404
H: 0.488 2.051 -6.438  0.450
H: 0.848 2.952 -4.969  0.269
H: -1.951 2.151 -5.901  0.470
H: -1.206 3.706 -6.263  0.373
H: -2.457 2.845 -3.803  0.314
H: 0.058 5.048 -4.974  0.207
H: -0.184 6.134 -3.676  0.260
H: -2.497 4.197 -1.975  0.207
H: -1.660 5.648 -2.009  0.263
Br: 1.199 6.142 3.944  -0.153
C: 1.499 4.869 2.589  -0.139
C: 2.790 4.422 2.321  -0.356
N: 3.016 3.552 1.365  -0.595
C: 2.049 3.054 0.632  -0.715
C: 0.725 3.429 0.850  1.142
C: 0.448 4.364 1.834  -0.662
C: -0.410 2.805 0.031  -0.374
O: -1.300 3.528 -0.375  -0.701
O: -0.280 1.567 -0.188  0.033
H: 3.646 4.774 2.878  0.463
H: 2.321 2.365 -0.160  1.201
H: -0.571 4.668 2.026  0.547

Properties
Spin multiplicity: 2
LUMO (alpha / beta) in eV: -6.669 / -7.103
Charge: +1
Gap between HOMO and LUMO (alpha / beta) in eV: 4.601 / 4.173
<S²>: 0.98